The molecule C5H10N4O in a non-equilibrium geometry, computed with ωB97M-V/def2-TZVPD.

Structure (XYZ):
```
20
Properties=species:S:1:pos:R:3:forces:R:3:mulliken_charge:R:1
C 1.155516 0.508727 -0.243014 -0.78 0.11 1.16 0.24
C 2.420102 0.391746 0.136750 -2.27 -0.40 -0.28 0.75
C 0.543267 1.729997 -0.806203 -2.48 -0.58 -0.20 -1.54
C -1.751748 -0.597610 -1.104386 3.84 0.20 0.84 -0.76
C -1.743362 -0.802986 1.386998 -0.44 1.11 -0.80 -0.97
N 0.706674 -1.641512 0.530578 0.75 -0.32 0.39 -0.30
N 3.578935 0.594296 0.145551 2.47 -0.04 -1.71 -0.50
N 0.260506 -0.495934 0.147058 0.24 -0.70 -0.06 0.70
N -1.089218 -0.259795 0.216026 -1.26 -0.29 -1.08 -0.26
O 1.959034 -1.649170 0.563953 -0.65 -0.11 -0.02 -0.53
H -0.475193 1.952133 -0.303695 1.64 -0.43 -0.84 0.29
H 0.357021 1.495419 -1.880891 0.10 0.88 0.53 0.27
H 1.144038 2.577738 -0.651576 0.93 1.04 -0.21 0.41
H -1.040303 0.012869 -1.755835 -1.72 -1.26 -0.08 0.22
H -1.775881 -1.687046 -1.314640 0.34 0.54 -0.02 0.27
H -2.721130 -0.239935 -1.052663 -1.85 0.97 -0.22 0.36
H -2.763587 -0.419453 1.336622 -0.05 -0.45 0.17 0.33
H -1.643904 -1.835803 1.507555 -0.46 -1.98 -0.38 0.34
H -1.298913 -0.456827 2.271016 0.74 1.14 1.21 0.40
H 4.178145 0.823155 0.870797 0.92 0.56 1.62 0.27
```
Positions in Å, forces in eV/Å.

Structure (SMILES) ... CC(=C=N)N(N=O)N(C)C
Charge ... 0
Frontier orbital gap ... 0.31737 hartree
LUMO energy ... 0.816 eV
Spin multiplicity ... 1

A structure of composition C5H10NO in a non-equilibrium geometry, computed with ωB97M-V/def2-TZVPD.

Structure (XYZ):
```
17
Properties=species:S:1:pos:R:3:forces:R:3:mulliken_charge:R:1
C 1.000984 0.238894 0.011804 1.74 2.61 -0.73 0.28
C 0.380567 0.336369 1.314006 -1.96 -0.17 0.30 -1.28
C -1.001151 0.072156 1.417699 0.70 -0.67 3.52 -0.15
C -1.663536 0.376836 2.647314 -0.80 -0.64 -1.38 -0.88
N 0.562119 -0.921591 -0.761287 2.19 -0.80 -2.84 -0.36
C 1.384050 -1.122294 -1.928502 2.56 0.90 -3.28 0.06
O 1.947705 -0.246681 -2.770287 -1.84 -4.07 4.30 -0.57
H 2.134901 0.325188 0.206635 -1.22 -0.62 -1.01 0.26
H 0.784117 1.070996 -0.736967 0.35 0.12 0.86 0.28
H 0.783288 1.024153 2.083536 0.05 -0.42 -0.78 0.22
H -1.446560 -0.758414 0.809703 0.01 1.50 -0.22 0.23
H -1.433537 0.910102 -2.640355 0.52 -0.15 0.64 0.13
H -1.198966 0.489216 3.621392 0.55 0.54 -0.34 0.24
H -2.726171 0.194919 2.755234 -0.17 -0.35 -0.17 0.22
H -0.980583 0.800259 -2.028617 -0.64 0.30 -0.67 -0.12
H 1.248584 -2.229822 -2.194269 0.56 1.35 -0.29 0.34
H 0.224188 -0.560286 -1.807038 -2.60 0.59 2.09 0.09
```
Positions in Å, forces in eV/Å.

Charge ... -1
Frontier orbital gap ... 0.17793 hartree
LUMO energy ... 3.781 eV
Spin multiplicity ... 1

The ion C5H10NO with charge +1 in a non-equilibrium geometry, computed with ωB97M-V/def2-TZVPD.

Structure (XYZ):
```
17
Properties=species:S:1:pos:R:3:forces:R:3:mulliken_charge:R:1
O 0.955687 -0.731851 1.475858 0.42 -0.09 0.59 -0.58
C 1.269975 -1.163566 0.393579 -0.21 -0.30 -0.67 0.03
C 1.558645 -0.249105 -0.768359 0.41 -0.13 0.44 -0.39
C 0.525900 0.850641 -0.830895 -1.54 0.79 -0.69 -0.72
C -0.867197 0.260890 -1.040953 1.28 0.11 0.57 -0.18
C -1.669954 0.007004 -0.024646 0.20 -1.01 0.08 -0.40
N -1.295488 0.346623 1.367144 -1.09 1.27 -0.04 -0.16
H 1.228214 -2.250117 0.224058 0.39 -0.04 -0.02 0.36
H 2.511421 0.249349 -0.579785 0.27 -0.28 -0.10 0.31
H 1.619852 -0.826686 -1.687907 0.05 0.09 -0.08 0.36
H 0.496857 1.464911 0.073240 0.52 -0.06 -0.15 0.28
H 0.741224 1.512191 -1.673520 0.13 0.02 0.19 0.35
H -1.066585 -0.102454 -2.037641 -0.44 -0.10 0.01 0.36
H -2.448462 -0.739565 -0.045912 -0.51 0.44 -0.17 0.34
H -2.113817 0.306488 1.975367 0.06 -0.17 0.02 0.40
H -0.922390 1.294851 1.466623 -0.19 0.04 -0.24 0.36
H -0.523875 -0.229610 1.713751 0.26 -0.59 0.26 0.27
```
Positions in Å, forces in eV/Å.

Structure (SMILES) ... [NH3+]/C=C\CCC=O
Charge ... +1
Frontier orbital gap ... 0.40775 hartree
LUMO energy ... -3.571 eV
Spin multiplicity ... 1

The calculation returns the following HOMO values, one per record and in order: -7.82; -1.06; -14.67 eV.